No. 1
C14H13ClNO8PtS | wB97M-V/def2-TZVPD

Calculated values
- charge = -1
- HOMO (eV) = -4.62
- energy above the lowest of the compared OMol25 structures with the same formula, charge and spin (kJ/mol) = 150.3

Last column: Löwdin charge in e.
Geometry (Å):
1 Pt 0.69 -0.53 -1.60  0.9281
2 O 0.55 -2.54 -0.97  -0.2748
3 N -0.48 -3.16 -1.56  -0.2099
4 C -1.11 -4.11 -0.85  -0.0217
5 C -2.08 -4.88 -1.43  -0.0692
6 C -2.42 -4.65 -2.77  -0.0820
7 C -1.79 -3.64 -3.45  -0.0842
8 C -0.82 -2.84 -2.83  -0.6391
9 S -0.03 -1.49 -3.53  0.6891
10 H -0.76 -4.20 0.16  0.1362
11 H -2.58 -5.64 -0.84  0.0992
12 H -3.18 -5.24 -3.25  0.1026
13 H -2.05 -3.40 -4.48  0.1065
14 C 1.95 5.20 1.41  -0.0884
15 O 1.37 4.51 2.50  -0.0907
16 C 1.02 3.20 2.27  -0.2874
17 C 0.28 2.59 3.29  -0.0366
18 C -0.15 1.30 3.08  -0.0559
19 C 0.12 0.57 1.91  -0.1029
20 C -0.53 -0.74 1.72  -0.3952
21 C -0.63 -1.69 2.89  -0.0137
22 O -0.99 -1.10 0.65  0.0197
23 C 0.95 1.18 0.93  -0.3288
24 O 1.46 0.60 -0.12  -0.2445
25 C 1.36 2.51 1.14  0.0526
26 H 2.00 6.25 1.71  0.0841
27 H 1.35 5.10 0.50  0.0957
28 H 2.96 4.84 1.20  0.0937
29 H 0.03 3.14 4.19  0.1028
30 H -0.76 0.83 3.85  0.0980
31 H -0.57 -1.21 3.87  0.0568
32 H 0.22 -2.37 2.81  0.0884
33 H -1.54 -2.28 2.81  0.0766
34 H 1.93 2.95 0.33  0.1052
35 O 1.36 3.33 -2.38  -0.3439
36 Cl 0.84 2.22 -3.11  0.6453
37 O 1.83 1.14 -3.15  -0.4436
38 O 0.50 2.61 -4.45  -0.3424
39 O -0.33 1.66 -2.43  -0.4262

***

No. 2
C3H22O8 | wB97M-V/def2-TZVPD

Calculated values
- HOMO (eV) = -9.87
- energy above the lowest of the compared OMol25 structures with the same formula, charge and spin (kJ/mol) = 301.9

Last column: Löwdin charge in e.
Geometry (Å):
1 O -4.45 -5.65 10.08  -0.0849
2 H -4.89 -6.40 9.57  -0.0112
3 H -3.82 -6.17 10.56  0.0308
4 O -6.96 -1.29 7.47  -0.0719
5 H -6.55 -1.97 6.85  0.0605
6 H -6.77 -1.71 8.32  0.0035
7 O -5.55 -7.47 8.62  -0.0590
8 H -5.30 -6.95 7.80  0.0911
9 H -6.52 -7.44 8.62  0.0176
10 O -7.96 -5.09 8.16  0.0040
11 H -8.88 -4.84 8.06  0.0859
12 H -7.40 -4.43 8.48  -0.0221
13 O -6.31 -3.46 9.53  -0.0180
14 H -6.06 -4.17 10.09  0.0250
15 H -5.76 -3.43 8.77  -0.0132
16 C -3.70 -4.73 6.41  -0.1635
17 O -4.37 -3.99 7.38  -0.1701
18 H -3.05 -4.06 5.71  0.1048
19 H -3.07 -5.53 6.85  0.0864
20 H -4.46 -5.12 5.71  0.0794
21 H -3.75 -3.58 8.00  0.0223
22 C -3.25 -1.27 8.44  -0.0848
23 O -3.48 -2.45 9.26  -0.1465
24 H -2.23 -1.11 8.46  0.0583
25 H -3.63 -1.51 7.43  0.0832
26 H -3.88 -0.46 8.89  0.1070
27 H -4.40 -2.50 9.53  0.0472
28 C -8.06 -7.25 11.03  -0.1850
29 O -8.13 -7.41 9.58  -0.2707
30 H -9.10 -7.19 11.40  0.0764
31 H -7.70 -8.20 11.48  0.0727
32 H -7.35 -6.48 11.41  0.0727
33 H -7.91 -6.22 9.31  0.1722

***

No. 3
H3NO4 | wB97M-V/def2-TZVPD

Calculated values
- SMILES = OONOO
- HOMO (eV) = -10.24
- energy above the lowest of the compared OMol25 structures with the same formula, charge and spin (kJ/mol) = 198.0

Last column: Löwdin charge in e.
Geometry (Å):
1 O 1.09 0.54 -1.53  -0.0139
2 O 0.92 -0.53 -0.46  -0.1100
3 N 0.48 0.02 0.64  -0.0340
4 O -0.99 0.44 0.57  -0.1427
5 O -1.72 -0.45 1.36  -0.0720
6 H 1.48 0.01 -2.20  0.0567
7 H 1.16 0.77 0.95  0.1620
8 H -2.42 -0.81 0.68  0.1539

***

No. 4
C27H30N | wB97M-V/def2-TZVPD

Calculated values
- charge = +1
- HOMO (eV) = -10.99
- energy above the lowest of the compared OMol25 structures with the same formula, charge and spin (kJ/mol) = 5.6

Last column: Löwdin charge in e.
Geometry (Å):
1 C -5.26 -1.76 1.26  -0.0393
2 C -4.26 -1.91 2.24  -0.0502
3 C -2.92 -1.80 1.90  -0.0087
4 C -2.53 -1.59 0.55  -0.1724
5 C -1.11 -1.47 0.18  -0.0402
6 C -0.20 -0.91 1.12  -0.0138
7 C 1.18 -0.87 1.02  0.0288
8 C 2.10 -0.54 2.09  -0.2015
9 C 3.50 -0.69 1.87  -0.0052
10 C 4.42 -0.44 2.89  -0.0494
11 C 3.98 -0.01 4.15  -0.0332
12 C 2.60 0.16 4.38  -0.0496
13 C 1.67 -0.09 3.37  -0.0003
14 C -0.66 -2.00 -1.11  -0.1621
15 C 0.41 -1.45 -1.86  -0.0442
16 C 0.87 -2.07 -3.03  -0.0405
17 C 0.22 -3.19 -3.54  -0.0378
18 C -0.90 -3.70 -2.86  -0.0476
19 C -1.32 -3.13 -1.66  -0.0114
20 C -3.55 -1.49 -0.43  -0.0168
21 C -4.89 -1.54 -0.07  -0.0462
22 H -6.32 -1.78 1.54  0.1184
23 H -4.55 -2.12 3.27  0.1162
24 H -2.15 -1.94 2.66  0.1195
25 H -0.64 -0.51 2.03  0.1091
26 H 1.67 -1.25 0.13  0.1146
27 H 3.83 -1.02 0.89  0.1251
28 H 5.48 -0.60 2.70  0.1172
29 H 4.69 0.20 4.94  0.1194
30 H 2.25 0.48 5.36  0.1161
31 H 0.61 0.05 3.56  0.1126
32 H 0.86 -0.50 -1.54  0.0815
33 H 1.73 -1.64 -3.55  0.1199
34 H 0.55 -3.65 -4.47  0.1185
35 H -1.44 -4.55 -3.27  0.1166
36 H -2.17 -3.57 -1.14  0.1245
37 H -3.27 -1.39 -1.48  0.1236
38 H -5.65 -1.42 -0.84  0.1173
39 C -1.02 2.92 -0.46  -0.0301
40 C 0.11 2.49 -1.40  -0.5852
41 C -0.47 1.63 -2.52  -0.0450
42 C 0.88 3.72 -1.96  -0.1154
43 C 2.02 3.96 -0.97  -0.1502
44 C 2.12 2.68 -0.11  -0.2067
45 N 1.16 1.76 -0.69  -0.0140
46 H -1.77 3.50 -1.01  0.0903
47 H -1.52 2.03 -0.03  0.0735
48 H -0.63 3.53 0.36  0.0883
49 H -1.15 2.21 -3.14  0.0957
50 H 0.35 1.25 -3.14  0.0861
51 H -1.02 0.77 -2.10  0.0637
52 H 1.30 3.45 -2.94  0.1148
53 H 0.22 4.58 -2.08  0.1196
54 H 2.97 4.17 -1.48  0.1076
55 H 1.78 4.82 -0.32  0.1072
56 H 3.13 2.24 -0.12  0.1044
57 H 1.88 2.94 0.94  0.1081
58 H 0.82 1.05 -0.05  0.0585

***

| no. | lowest unoccupied orbital energy (eV) | frontier orbital gap (eV) | E (eV) |
| --- | --- | --- | --- |
| 1 | 2.5 | 7.16 | -59195.83115 |
| 2 | 0.4 | 10.24 | -19845.75560 |
| 3 | 0.9 | 11.15 | -9719.98895 |
| 4 | -5.5 | 5.49 | -29969.07629 |